1.
The molecule C23H35N3O, computed with wB97M-V/def2-TZVPD.

Summary:
lowest unoccupied orbital energy: 0.780 eV
ΔE to the lowest compared entry with this formula, charge and spin: 292.74 kJ/mol
HOMO-LUMO gap: 0.3210 hartree

```
! RIJCOSX wB97M-V def2-TZVPD def2/J DEFGRID3
* xyz 0 1
C -6.8780 -0.8824 0.1603
H -7.6932 -0.9384 -0.5566
H -6.9852 -1.6888 0.8803
H -6.9532 0.0645 0.6886
C -5.5309 -1.0074 -0.5613
N -4.4800 -1.2063 0.4190
C -4.0559 -0.0863 1.2266
C -2.8665 0.7028 0.6554
H -3.1559 1.1992 -0.2699
H -2.5644 1.4683 1.3742
C -1.6981 -0.2550 0.3796
N -0.4761 0.3679 -0.0966
C -0.5780 1.1862 -1.2848
C 0.8219 1.6045 -1.7089
N 1.3525 2.5434 -0.7441
C 0.8565 2.3479 0.6064
H -0.0007 3.0250 0.7389
C 0.3771 0.9276 0.9499
C 1.5226 -0.0679 1.2091
H 2.1898 -0.0867 0.3480
H 1.0773 -1.0600 1.3064
C 2.3362 0.2128 2.4736
O 3.1587 1.3529 2.3946
H 3.7223 1.2645 1.6140
H 2.9517 -0.6716 2.6998
H 1.6702 0.3921 3.3222
H -0.1914 1.0196 1.8884
H 1.6172 2.6391 1.3312
C 2.7582 2.8416 -0.9141
C 3.6685 1.7100 -0.7931
C 4.3568 0.7264 -0.6831
C 5.1675 -0.4251 -0.5291
C 6.5062 -0.3001 -0.1580
C 7.2865 -1.4293 -0.0016
C 6.7441 -2.6876 -0.2091
C 5.4141 -2.8160 -0.5761
C 4.6251 -1.6936 -0.7374
H 3.5877 -1.7903 -1.0246
H 4.9899 -3.7963 -0.7377
H 7.3575 -3.5677 -0.0847
H 8.3232 -1.3286 0.2848
H 6.9225 0.6838 0.0036
H 2.8816 3.2722 -1.9175
H 3.0381 3.6055 -0.1813
H 0.7887 2.0981 -2.6882
H 1.4445 0.6991 -1.8049
H -1.0266 0.5853 -2.0786
H -1.1901 2.0933 -1.1488
C -2.1857 -1.3509 -0.5707
H -2.4936 -0.9216 -1.5239
C -3.3778 -2.0716 0.0756
H -3.7407 -2.8632 -0.5836
H -3.0310 -2.5421 1.0056
H -1.3787 -2.0596 -0.7607
H -1.4328 -0.7474 1.3245
H -4.9042 0.5805 1.3835
H -3.7607 -0.4861 2.2064
C -5.3557 0.1690 -1.5327
H -6.1700 0.1646 -2.2541
H -5.3793 1.1172 -1.0013
H -4.4192 0.0920 -2.0791
H -5.5613 -1.9293 -1.1544
*
```

---

2.
A structure of composition C6H7NORhSe2Te2, computed with wB97M-V/def2-TZVPD.

Summary:
lowest unoccupied orbital energy (spin up / spin down): -4.431 / -5.781 eV
ΔE to the lowest compared entry with this formula, charge and spin: 0.00 kJ/mol
HOMO-LUMO gap (spin up / spin down): 0.2256 / 0.2283 hartree

```
! RIJCOSX wB97M-V def2-TZVPD def2/J DEFGRID3
* xyz 1 5
Rh -2.0044 0.1222 0.8844
Se -0.8621 1.8511 2.8653
Te -3.2166 1.2827 2.9827
Te -4.3069 1.0784 0.2425
Se -3.5287 -1.1211 -0.6266
O -0.4657 -1.4013 1.7157
C 0.7147 -1.6211 0.9363
C 0.8524 -0.5365 -0.0988
C 1.9918 -0.4954 -0.8881
C 2.1173 0.5022 -1.8333
C 1.1004 1.4377 -1.9666
C -0.0012 1.3286 -1.1525
N -0.1292 0.3562 -0.2325
H -0.6321 -2.1690 2.2751
H 0.6733 -2.5910 0.4394
H 1.5939 -1.6070 1.5790
H 2.7701 -1.2376 -0.7550
H 2.9965 0.5516 -2.4646
H 1.1603 2.2417 -2.6876
H -0.8239 2.0275 -1.2148
*
```

---

3.
The molecule C4H12N2 at a distorted geometry, computed with wB97M-V/def2-TZVPD.

Summary:
lowest unoccupied orbital energy: 1.123 eV
ΔE to the lowest compared entry with this formula, charge and spin: 61.48 kJ/mol
HOMO-LUMO gap: 0.3577 hartree

```
! RIJCOSX wB97M-V def2-TZVPD def2/J DEFGRID3
* xyz 0 1
N -0.9532 -1.2694 -0.0266
C -0.9321 0.9079 2.0234
C 0.2297 0.4601 1.1405
C -0.2584 -0.0365 -0.2206
C 0.9580 -0.0730 -1.1948
N 0.6522 -0.3426 -2.5852
H -0.9711 -1.8969 -0.8102
H -0.7115 -1.8004 0.7920
H -1.7860 1.3647 1.4895
H -1.5293 0.1118 2.4823
H -0.5187 1.6234 2.7479
H 0.7688 -0.3428 1.6526
H 0.9430 1.2857 1.1607
H -0.9644 0.7269 -0.5809
H 1.6128 0.8055 -1.0724
H 1.5601 -0.9270 -0.8285
H 0.7403 0.4860 -3.1423
H 1.1598 -1.0831 -3.0274
*
```